No. 1
The following is a DFT calculation (wB97M-V/def2-TZVPD) of a molecular structure, C6H8N2O2.

Positions of all 18 atoms, in Å:
N1 2.0187 -1.9610 -1.1119
C1 1.2434 -0.8323 -1.0102
C2 0.6466 -0.0052 -1.9246
C3 0.1408 1.1033 -1.1598
C4 0.3675 0.8180 0.1520
C5 -0.1505 1.3875 1.4303
C6 -1.3191 0.6643 2.0010
N2 -1.6643 -0.1839 2.7903
O1 1.0605 -0.3616 0.2395
H1 1.9296 -2.6110 -0.3390
H2 1.9821 -2.4191 -2.0131
H3 0.6578 -0.1265 -3.0040
H4 -0.3239 2.0101 -1.5394
H5 0.6312 1.4249 2.2030
H6 -0.4652 2.4230 1.2370
O2 -2.4868 -0.2722 0.5520
H7 -1.8245 -0.1660 -0.1439
H8 -2.4439 -0.8923 1.6408

Cartesian forces (eV/Å) of the 3 atoms listed first:
N 0.08 -0.32 0.00
C -0.55 0.38 -0.29
C 0.59 0.05 0.01

Kohn-Sham gap = 8.87 eV
E_LUMO = 0.7 eV
E = -493.29073 Ha
E_HOMO = -8.21 eV
total charge = 0

No. 2
The following is a DFT calculation (wB97M-V/def2-TZVPD) of a molecular structure, C24H20F6N2O7PS3Ti.

Positions of all 64 atoms, in Å:
Ti1 0.1415 1.0736 -1.3426
O1 2.0462 2.0460 0.3046
C1 1.0412 1.3809 0.5469
C2 0.5975 1.1789 1.9665
C3 1.2564 1.8453 2.9927
C4 0.8238 1.7105 4.2998
C5 -0.2750 0.9035 4.5701
C6 -0.9091 0.2123 3.5491
C7 -0.4607 0.3294 2.2295
P1 -1.0738 -0.7947 0.7236
C8 0.2594 -2.0288 0.9849
C9 0.5308 -2.5777 2.2357
C10 1.6128 -3.4299 2.4103
C11 2.4297 -3.7472 1.3340
C12 2.1548 -3.2148 0.0812
C13 1.0772 -2.3578 -0.0941
C14 -2.5869 -1.3081 1.6247
C15 -2.8375 -2.6355 1.9610
C16 -3.9709 -2.9675 2.6888
C17 -4.8708 -1.9801 3.0722
C18 -4.6474 -0.6620 2.7006
C19 -3.5117 -0.3276 1.9757
H1 2.0911 2.4846 2.7281
H2 1.3309 2.2308 5.1033
H3 -0.6435 0.8080 5.5850
H4 -1.7453 -0.4273 3.7962
H5 -0.1058 -2.3377 3.0783
H6 1.8176 -3.8458 3.3894
H7 3.2750 -4.4104 1.4714
H8 2.7742 -3.4736 -0.7689
H9 0.8598 -1.9595 -1.0791
H10 -2.1446 -3.4049 1.6428
H11 -4.1540 -4.0003 2.9592
H12 -5.7505 -2.2412 3.6471
H13 -5.3514 0.1101 2.9848
H14 -3.3346 0.7007 1.6801
F1 -0.8434 -0.2640 -4.8491
C20 -0.2255 -1.2371 -4.1768
F2 1.0926 -0.9477 -4.3749
F3 -0.3434 -0.4746 -2.5455
S1 -2.3592 1.7191 -2.5889
O2 -1.6742 1.4852 -1.1638
O3 -3.7980 1.7472 -2.3937
N1 -1.9229 3.3962 -2.7621
S2 -0.4705 3.8126 -2.6367
O4 0.4062 2.9946 -1.7019
O5 -0.1908 5.2145 -2.5450
C21 0.4288 3.3437 -4.2016
F4 0.7964 2.0460 -4.1210
F5 -0.3058 3.4883 -5.2937
F6 1.5616 4.0474 -4.3369
C22 4.3296 0.0461 -2.6783
S3 3.4053 0.8845 -1.3959
C23 3.6752 2.5378 -2.0330
O6 1.9992 0.4799 -1.8398
H15 3.7964 0.1776 -3.6189
H16 4.3676 -1.0111 -2.4181
H17 5.3402 0.4551 -2.7185
H18 3.9686 2.5059 -3.0791
H19 4.4464 3.0011 -1.4169
H20 2.7420 3.0802 -1.9009
O7 -3.5906 -1.8728 -2.1305
C24 -2.6688 -1.7700 -1.4186
N2 -1.7095 -1.7679 -0.6926

Cartesian forces (eV/Å) of the 3 atoms listed first:
Ti 0.82 -1.36 -0.43
O 0.04 0.12 0.59
C -0.59 0.02 0.67

Kohn-Sham gap (spin up / spin down) = 6.68 / 6.49 eV
expectation value of S² = 2.02
E_LUMO (spin up / spin down) = 2.0 / 0.8 eV
2S+1 = 3
E = -4547.33885 Ha
E_HOMO (spin up / spin down) = -4.66 / -5.69 eV
total charge = -1

No. 3
The following is a DFT calculation (wB97M-V/def2-TZVPD) of a single CH5N3O molecule.

Positions of all 10 atoms, in Å:
N1 -1.3497 -0.0184 0.2152
N2 -0.1838 -0.8396 -0.4201
C1 1.1002 -0.1497 0.0426
N3 0.6822 1.2019 0.0639
O1 2.1643 -0.6348 0.1338
H1 -2.2512 -0.0067 -0.4813
H2 -1.4572 -0.8625 1.1504
H3 -0.1241 -1.8531 0.0522
H4 1.5434 1.5952 -0.4713
H5 -0.1240 1.5677 -0.2855

Cartesian forces (eV/Å) of the 3 atoms listed first:
N -1.10 -5.28 1.58
N 0.97 -1.77 2.69
C -6.69 1.30 -2.23

Kohn-Sham gap = 10.37 eV
E_LUMO = 0.5 eV
structure (SMILES) = NNC(N)=O
E = -280.49805 Ha
E_HOMO = -9.89 eV
total charge = 0

No. 4
The following is a DFT calculation (wB97M-V/def2-TZVPD) of a gas-phase ion, C7H12N3O5 (charge +1).

Positions of all 27 atoms, in Å:
C1 -3.9896 -1.2240 0.0466
C2 -3.8854 0.2537 -0.5031
O1 -2.8917 0.9689 0.3513
C3 -1.6146 0.6914 0.3714
O2 -0.8299 1.2579 1.1115
O3 -1.2449 -0.2066 -0.5361
N1 -0.0680 -1.2086 -0.2055
O4 -0.3798 -2.3523 -0.2115
C4 1.0208 -0.5523 -0.0300
N2 1.2589 0.8059 -0.1605
N3 2.5242 1.0847 0.4301
C5 3.1839 1.9364 -0.6423
C6 3.2336 -0.2049 0.4769
C7 2.3108 -1.1918 0.3058
O5 2.2990 -2.4865 0.1372
H1 -3.1968 -1.9219 -0.1235
H2 -4.2439 -1.4169 1.1410
H3 -4.9056 -1.6181 -0.5443
H4 -4.9050 0.6505 -0.4133
H5 -3.7811 0.1225 -1.5942
H6 0.6152 1.5125 0.2282
H7 2.3140 1.6948 1.1903
H8 2.8198 2.8618 -0.5621
H9 4.3183 2.0526 -0.4061
H10 3.0790 1.5068 -1.5544
H11 4.1570 -0.1111 0.8638
H12 2.8016 -2.9054 0.8330

Cartesian forces (eV/Å) of the 3 atoms listed first:
C -2.90 -0.23 -0.09
C -0.19 -3.32 1.38
O -1.01 0.56 -1.22

Kohn-Sham gap = 8.70 eV
E_LUMO = -3.9 eV
structure (SMILES) = CCOC(=O)O/[N+]([O-])=C1\N[N@H+](C)C=C1O
E = -813.89680 Ha
E_HOMO = -12.61 eV
total charge = +1

No. 5
The following is a DFT calculation (wB97M-V/def2-TZVPD) of a gas-phase ion, CH6ClN4 (charge +1).

Positions of all 12 atoms, in Å:
H1 -2.0069 2.3186 -0.7483
N1 -1.2224 1.9467 -0.3540
C1 -1.2386 0.7674 -0.0612
Cl1 -2.6796 -0.3834 0.0862
N2 -0.1604 0.0476 0.3706
N3 1.1131 0.5519 0.5622
N4 -0.1378 -1.2570 -0.1841
H2 1.3825 1.3423 -0.1427
H3 1.4449 0.8805 1.5005
H4 -0.4387 -1.3883 -1.1458
H5 0.7449 -1.7152 0.0021
H6 -1.0045 -1.7314 0.3931

Cartesian forces (eV/Å) of the 3 atoms listed first:
H -2.84 1.57 -0.77
N 2.60 -0.45 0.28
C -1.49 -0.90 0.39

Kohn-Sham gap = 11.29 eV
E_LUMO = -3.9 eV
structure (SMILES) = [H]/N=C(\Cl)N(N)[NH3+]
E = -720.55323 Ha
E_HOMO = -15.15 eV
total charge = +1

No. 6
The following is a DFT calculation (wB97M-V/def2-TZVPD) of a molecular structure, C5H3Cl2GdNO3Tl.

Positions of all 16 atoms, in Å:
Tl1 -2.2737 1.6817 -0.7329
Gd1 -0.1273 -0.4732 -0.4841
Cl1 -0.7906 0.9965 1.6335
Cl2 0.0087 1.1842 -2.3762
C1 0.5734 -1.9497 -2.7224
C2 -4.2881 1.2223 0.8626
C3 -3.8322 1.8679 -2.7792
O1 0.8794 -2.4865 -3.7238
O2 -5.2557 1.1798 1.4531
O3 -4.6877 2.0544 -3.5497
C4 3.6342 -0.9017 2.3905
C5 2.5963 -0.8071 1.4284
N1 1.7662 -0.7710 0.6228
H1 3.5528 -1.8295 2.9813
H2 3.6241 -0.0598 3.1000
H3 4.6203 -0.9083 1.8961

Cartesian forces (eV/Å) of the 3 atoms listed first:
Tl -2.09 1.62 -1.40
Gd 2.40 -2.92 -0.93
Cl 0.15 0.59 1.73

Kohn-Sham gap (spin up / spin down) = 6.96 / 4.73 eV
expectation value of S² = 15.87
E_LUMO (spin up / spin down) = -19.1 / -21.7 eV
2S+1 = 8
E = -2329.27372 Ha
E_HOMO (spin up / spin down) = -26.08 / -26.45 eV
total charge = +4

Copy entry 5 word for word.
The following is a DFT calculation (wB97M-V/def2-TZVPD) of a gas-phase ion, CH6ClN4 (charge +1).

Positions of all 12 atoms, in Å:
H1 -2.0069 2.3186 -0.7483
N1 -1.2224 1.9467 -0.3540
C1 -1.2386 0.7674 -0.0612
Cl1 -2.6796 -0.3834 0.0862
N2 -0.1604 0.0476 0.3706
N3 1.1131 0.5519 0.5622
N4 -0.1378 -1.2570 -0.1841
H2 1.3825 1.3423 -0.1427
H3 1.4449 0.8805 1.5005
H4 -0.4387 -1.3883 -1.1458
H5 0.7449 -1.7152 0.0021
H6 -1.0045 -1.7314 0.3931

Cartesian forces (eV/Å) of the 3 atoms listed first:
H -2.84 1.57 -0.77
N 2.60 -0.45 0.28
C -1.49 -0.90 0.39

Kohn-Sham gap = 11.29 eV
E_LUMO = -3.9 eV
structure (SMILES) = [H]/N=C(\Cl)N(N)[NH3+]
E = -720.55323 Ha
E_HOMO = -15.15 eV
total charge = +1